(1)
C5H14N2 | ωB97M-V/def2-TZVPD

The geometry in XYZ format:
```
21
Properties=species:S:1:pos:R:3
C 0.4034 1.9104 1.0672
N 1.1362 1.2837 -0.0145
C 1.0781 0.2880 -2.2367
C 0.2853 0.5857 -0.9662
C -0.1092 -0.7503 -0.2945
N -0.9573 -0.6402 0.8496
C -1.3854 -1.8709 1.5128
H 1.0109 2.7374 1.4472
H -0.4922 2.3886 0.6810
H 0.1149 1.2340 1.8939
H 1.6845 0.5536 0.4517
H 0.5634 -0.3841 -2.9212
H 2.0551 -0.1356 -2.0307
H 1.2755 1.2235 -2.7417
H -0.5954 1.1428 -1.2720
H 0.7273 -1.3673 0.0698
H -0.5557 -1.3460 -1.1094
H -1.8049 -0.1273 0.6240
H -1.1267 -2.7123 0.8700
H -2.4543 -1.9060 1.6807
H -0.8536 -2.1076 2.4391
```

## Properties
2S+1: 2
energy: -308.078820 Eh
energy above the lowest of the compared OMol25 structures with the same formula, charge and spin: 26.7 kcal/mol
frontier orbital gap (spin up / spin down): 11.826 / 5.729 eV
charge: +1
highest occupied orbital energy (spin up / spin down): -14.495 / -13.557 eV
maximum force: 2.67 eV Å⁻¹

(2)
C5H14N2 | ωB97M-V/def2-TZVPD

The geometry in XYZ format:
```
21
Properties=species:S:1:pos:R:3
C -1.2514 -1.7791 0.6342
C -0.0138 -1.4680 0.3482
N 1.1020 -2.3667 0.8087
C 0.5169 -0.2980 -0.4545
C -0.1424 1.0495 -0.0404
C -1.4139 1.5430 -0.7052
N 0.9127 2.1571 -0.4432
H -1.5969 -2.6331 1.2005
H -2.0337 -1.0846 0.3451
H 1.2514 -3.1597 0.1844
H 1.9671 -1.9037 1.0942
H 0.8734 -2.8308 1.6966
H 1.6063 -0.2080 -0.3410
H 0.4841 -0.3506 -1.5548
H -0.1845 1.0448 1.0530
H -2.0200 0.6706 -0.9565
H -1.2910 2.2839 -1.4803
H -2.1328 1.9628 0.0093
H 1.8537 1.9870 -0.0819
H 0.8787 2.4140 -1.4337
H 0.6341 2.9696 0.1172
```

## Properties
energy: -307.759201 Eh
energy above the lowest of the compared OMol25 structures with the same formula, charge and spin: 18.4 kcal/mol
frontier orbital gap: 11.978 eV
charge: +2
SMILES: C=C([NH3+])C[C@H](C)[NH3+]
highest occupied orbital energy: -18.938 eV
maximum force: 2.38 eV Å⁻¹

(3)
C5H14N2O | ωB97M-V/def2-TZVPD

The geometry in XYZ format:
```
22
Properties=species:S:1:pos:R:3
C -0.3452 0.4282 2.5255
C -0.5905 -0.3158 1.2380
N -1.4541 0.0543 0.3345
C -1.6251 1.4671 0.1012
H -0.9885 1.2865 2.7175
H 0.6491 0.8749 2.4935
H -0.4174 -0.2428 3.3784
H -0.5708 -1.3979 1.3725
H -2.1391 1.9484 0.9412
H -0.6640 1.9863 -0.0151
H -2.2076 1.5867 -0.8124
C -0.1486 -0.9351 -2.3400
C 1.1277 -1.1399 -1.5507
N 1.5201 -0.0089 -0.4777
O 2.1748 0.0363 0.7850
H -0.2551 -1.7122 -3.0977
H -1.0133 -1.0168 -1.6868
H -0.1942 0.0574 -2.7898
H 1.1341 -2.0799 -1.0021
H 1.9839 -1.0927 -2.2260
H 1.2435 0.9248 -0.7670
H 2.7803 -0.7090 0.8780
```

## Properties
energy: -383.484558 Eh
energy above the lowest of the compared OMol25 structures with the same formula, charge and spin: 135.6 kcal/mol
frontier orbital gap: 8.443 eV
charge: 0
SMILES: C/C=N\C.CCNO
highest occupied orbital energy: -7.515 eV
maximum force: 4.63 eV Å⁻¹

(4)
C5H14N2O | ωB97M-V/def2-TZVPD

The geometry in XYZ format:
```
22
Properties=species:S:1:pos:R:3
C -0.8243 2.3250 0.4994
N 0.4077 1.6491 0.8474
N 0.9015 0.7778 -0.1367
C 0.3193 -0.5563 -0.3692
C 1.4081 -1.3659 -1.0810
C -0.8929 -0.4222 -1.2967
C -0.0633 -1.3438 0.9149
O -1.1584 -0.8513 1.6534
H -0.7295 2.6735 -0.5269
H -1.7268 1.7063 0.5832
H -0.9290 3.1867 1.1600
H 0.3542 1.2341 1.7821
H 1.9020 0.6989 0.0137
H 1.7363 -0.8263 -1.9670
H 2.2671 -1.5214 -0.4302
H 1.0281 -2.3383 -1.3845
H -1.1299 -1.3871 -1.7425
H -1.7663 -0.0818 -0.7450
H -0.6674 0.2931 -2.0857
H -0.3607 -2.3529 0.6135
H 0.8277 -1.4299 1.5594
H -0.9033 -0.0674 2.1384
```

## Properties
energy: -383.603874 Eh
energy above the lowest of the compared OMol25 structures with the same formula, charge and spin: 60.8 kcal/mol
frontier orbital gap: 9.483 eV
charge: 0
SMILES: CNNC(C)(C)CO
highest occupied orbital energy: -8.629 eV
maximum force: 0.55 eV Å⁻¹

(5)
C5H14N2O | ωB97M-V/def2-TZVPD

The geometry in XYZ format:
```
22
Properties=species:S:1:pos:R:3
C 0.2717 -0.0295 -0.9551
C -0.2760 0.0097 0.3352
C -2.2855 -0.2442 -0.4046
C 2.1151 -0.2977 0.2067
C -0.2548 1.2120 1.2363
N 0.4210 1.0671 -1.7696
N 2.3281 -1.1762 1.3050
O -2.1474 -1.5756 -0.9108
H -3.0179 -1.9434 -1.1112
H 0.1981 -0.9765 -1.4793
H -0.3803 -0.9578 0.8106
H 0.1434 0.9532 -2.7329
H 0.2449 1.9828 -1.3847
H 1.9935 -0.7983 2.1840
H 1.9162 -2.0909 1.1632
H -2.6524 0.4480 -1.1692
H -2.9169 -0.2154 0.4894
H 2.4412 0.7192 0.4181
H 2.6179 -0.6627 -0.6871
H 0.3000 0.9989 2.1535
H -1.2722 1.4893 1.5229
H 0.2125 2.0878 0.7798
```

## Properties
energy: -383.476526 Eh
energy above the lowest of the compared OMol25 structures with the same formula, charge and spin: 140.7 kcal/mol
frontier orbital gap: 6.918 eV
charge: 0
highest occupied orbital energy: -5.973 eV
maximum force: 4.98 eV Å⁻¹

(6)
C5H14N2O | ωB97M-V/def2-TZVPD

The geometry in XYZ format:
```
22
Properties=species:S:1:pos:R:3
C -1.0358 1.3545 -0.1788
C -0.5332 -1.0163 -0.1855
C 1.7678 1.6492 1.1666
C -0.0977 -2.0179 0.8530
C -1.1182 -1.6066 -1.4396
N -1.1386 0.1193 0.3496
N 1.2461 1.4062 -0.1727
O -1.0273 1.4997 -1.5394
H -0.2181 1.0190 -1.8224
H -1.3873 0.0971 1.3348
H 1.7690 1.8920 -0.8929
H -1.2972 2.2128 0.4265
H 1.2279 0.3925 -0.4012
H 1.8261 2.7253 1.3346
H 2.7596 1.2089 1.3284
H 1.0720 1.2117 1.8855
H -0.5693 -1.3207 -2.3414
H 0.3583 -1.5420 1.7245
H -0.9433 -2.6234 1.2199
H 0.6262 -2.7157 0.4285
H -1.1470 -2.7005 -1.4898
H -2.1401 -1.2450 -1.5881
```

## Properties
energy: -383.523312 Eh
energy above the lowest of the compared OMol25 structures with the same formula, charge and spin: 111.3 kcal/mol
frontier orbital gap (spin up / spin down): 6.567 / 6.566 eV
charge: 0
highest occupied orbital energy (spin up / spin down): -5.704 / -5.704 eV
maximum force: 2.28 eV Å⁻¹

Which formula does entry 4 have?
C5H14N2O